[1]
9
Properties=species:S:1:pos:R:3 method="wB97M-V/def2-TZVPD" fmax_ev_per_a=2.870 charge=0 e_above_lowest_kj_mol=344.19 homo_energy_ev="-8.763 / -8.169" orbital_gap_ev="6.92 / 6.26"
C 0.093 -0.580 -0.631
C 0.609 0.288 0.568
N 0.624 -1.884 -0.653
S 2.396 0.607 0.593
I 2.586 -1.664 -0.975
H -1.003 -0.855 -0.405
H 0.402 -0.053 -1.691
H 0.163 1.274 0.661
H 0.198 -0.269 1.469

[2]
85
Properties=species:S:1:pos:R:3 method="wB97M-V/def2-TZVPD" fmax_ev_per_a=0.887 charge=0 multiplicity=4 homo_energy_ev="-7.265 / -7.577" orbital_gap_ev="6.32 / 6.46"
V 1.004 0.258 -0.371
I 2.454 -4.097 -1.569
C 4.424 -3.495 -1.047
I 4.474 -2.087 0.530
H 4.880 -3.046 -1.919
H 4.969 -4.378 -0.741
O 2.327 -0.325 -1.749
C 2.501 0.307 -2.805
C 1.876 1.521 -3.216
C 2.278 2.027 -4.468
C 1.768 3.209 -4.917
C 0.857 3.956 -4.151
C 0.451 3.489 -2.936
C 0.924 2.245 -2.431
O 0.481 1.847 -1.295
N 2.192 3.718 -6.220
O 2.922 3.015 -6.893
O 1.702 4.763 -6.601
H 3.236 -0.113 -3.502
H 2.989 1.486 -5.077
H 0.498 4.898 -4.539
H -0.243 4.038 -2.315
S -0.787 -0.974 -1.740
Sb -2.527 -0.611 -0.260
C -4.258 -1.125 -1.347
C -4.165 -1.934 -2.473
C -5.314 -2.287 -3.168
C -6.552 -1.829 -2.741
C -6.645 -1.015 -1.620
C -5.499 -0.662 -0.924
C -2.828 1.461 -0.026
C -2.807 2.147 -1.240
C -3.033 3.513 -1.266
C -3.279 4.198 -0.083
C -3.305 3.514 1.122
C -3.080 2.145 1.154
C -2.492 -2.018 1.311
C -2.050 -1.675 2.558
C -0.617 -3.601 2.959
C -1.292 -4.734 2.223
C -2.267 -4.554 1.292
C -2.757 -3.319 0.808
H -3.196 -2.277 -2.816
H -5.240 -2.917 -4.045
H -7.447 -2.104 -3.284
H -7.610 -0.653 -1.290
H -5.583 -0.015 -0.057
H -2.599 1.621 -2.166
H -3.016 4.043 -2.210
H -3.449 5.267 -0.102
H -3.496 4.046 2.045
H -3.086 1.619 2.099
H -1.374 -2.230 4.487
H -0.030 -4.040 3.771
H -0.977 -5.747 2.448
H -2.665 -5.437 0.804
H -3.360 -3.385 -0.092
F 7.584 0.735 1.792
C 6.424 0.651 2.447
C 5.422 1.499 2.201
N 4.230 1.443 2.883
C 3.176 2.398 2.597
C 2.244 2.055 1.432
O 1.235 2.739 1.312
O 2.557 1.046 0.702
C 3.956 0.426 3.776
O 2.893 0.298 4.343
N 5.016 -0.438 3.997
C 6.289 -0.417 3.433
O 7.142 -1.217 3.738
H 5.514 2.283 1.463
H 3.630 3.373 2.417
H 2.549 2.479 3.480
H 4.833 -1.174 4.665
C -1.722 -2.714 3.576
C -1.576 -0.336 2.880
C -0.527 0.186 2.224
N 0.226 -0.496 1.304
C 0.601 -1.827 1.314
C 0.374 -2.977 1.984
H -2.577 -3.345 3.827
H -1.989 0.183 3.739
H -0.225 1.217 2.383
H 1.386 -1.990 0.560
H 1.052 -3.750 1.629